No. 1
# C5H13NO

A 2-piece molecular cluster, C5H13NO overall at a distorted geometry (ωB97M-V/def2-TZVPD, the OMol25 dataset).

Summary:
**SMILES string**: C/C=C/N.CCO
**HOMO level**: -7.76 eV
**Kohn-Sham gap**: 8.78 eV

The geometry in ORCA input format:
```
! wB97M-V def2-TZVPD RIJCOSX def2/J DEFGRID3
* xyz 0 1
C -2.3557 -1.9730 0.7110
C -2.3763 -0.5433 0.4411
C -1.3911 0.2881 0.8373
N -1.4207 1.7177 0.7476
H -1.4701 -2.2259 1.3094
H -3.2660 -2.3462 1.2134
H -2.2303 -2.4990 -0.2531
H -3.2527 -0.1285 -0.0258
H -0.4630 -0.1359 1.2199
H -0.8868 2.0833 1.5759
H -2.3960 2.1106 0.7904
C 2.2077 0.2718 -1.4309
O 0.8557 0.3385 -0.9702
C 3.1334 0.6884 -0.3293
H 2.4643 -0.7709 -1.7113
H 2.3458 0.9183 -2.3032
H 0.3338 -0.1649 -1.6327
H 2.9597 0.1241 0.6137
H 4.1654 0.4937 -0.6804
H 3.0428 1.7532 -0.1230
*
```

***

No. 2
# C5H13NO

An isolated molecule of C5H13NO at a distorted geometry (ωB97M-V/def2-TZVPD, the OMol25 dataset).

Summary:
**SMILES string**: CON(C)C(C)C
**HOMO level**: -9.19 eV
**Kohn-Sham gap**: 10.32 eV

The geometry in ORCA input format:
```
! wB97M-V def2-TZVPD RIJCOSX def2/J DEFGRID3
* xyz 0 1
C -0.2896 -0.3410 1.8840
C 0.5398 -2.1085 0.4086
C 0.2944 -0.1205 -1.8517
C -0.3030 2.6211 -0.3327
C -0.2368 -0.7231 0.3906
N 0.3137 0.2801 -0.4237
O -0.7907 1.2347 -0.4036
H -0.2674 0.7556 2.0485
H -1.2435 -0.6317 2.2639
H 0.5725 -0.7987 2.3602
H 1.5707 -2.0962 0.7157
H 0.4651 -2.7102 -0.4660
H 0.0821 -2.6950 1.1232
H -0.6724 -0.1584 -2.2548
H 0.8061 0.8020 -2.4261
H 0.8093 -1.0897 -2.0008
H -0.5293 3.0161 0.6433
H -0.7229 3.2206 -1.1145
H 0.7865 2.5439 -0.4952
H -1.1845 -1.0011 -0.0689
*
```

***

No. 3
# C5H13NO

C5H13NO as an isolated structure at a distorted geometry (ωB97M-V/def2-TZVPD, the OMol25 dataset).

Summary:
**HOMO level**: -7.51 eV
**Kohn-Sham gap**: 6.49 eV

The geometry in ORCA input format:
```
! wB97M-V def2-TZVPD RIJCOSX def2/J DEFGRID3
* xyz 0 1
C -2.3874 -0.2737 -0.7110
N -2.0951 1.0477 0.0969
C -0.7519 0.8938 0.5106
C 0.2227 0.5348 -0.4007
C 3.8845 0.2217 0.2474
O 0.8104 -0.7350 -0.6058
C -2.2513 -1.3768 0.3777
H -3.3333 -0.0492 -1.1830
H -1.6703 -0.5864 -1.4505
H -2.2351 1.7599 -0.5346
H -0.5185 1.4823 1.4066
H 3.2996 -0.4629 -0.3617
H 0.4840 1.1216 -1.2434
H 3.3849 1.2240 0.1946
H 3.7826 -0.1979 1.2780
H 4.9529 0.2911 0.0466
H 1.0518 0.0205 0.3143
H -2.5345 -0.9456 1.3401
H -2.8708 -2.2576 0.2113
H -1.2254 -1.7124 0.4666
*
```

***

No. 4
# C5H13NO

A 2-piece molecular cluster, C5H13NO overall at a distorted geometry (ωB97M-V/def2-TZVPD, the OMol25 dataset).

Summary:
**SMILES string**: CC(N)=O.CCC
**HOMO level**: -9.93 eV
**Kohn-Sham gap**: 10.75 eV

The geometry in ORCA input format:
```
! wB97M-V def2-TZVPD RIJCOSX def2/J DEFGRID3
* xyz 0 1
C 1.5398 -2.0946 2.1990
C 0.4606 -1.7523 1.2017
O -0.3626 -0.8792 1.3918
N 0.5573 -2.3586 -0.0170
H 2.3582 -1.3871 2.0865
H 1.9428 -3.0932 1.9874
H -0.0958 -2.0359 -0.7113
H 1.1571 -3.1362 -0.2186
H 1.1513 -2.1198 3.2078
C -0.9521 1.8624 -0.3784
C 0.4505 2.0029 -0.9252
C -1.9107 1.3765 -1.4719
H -0.9531 1.1014 0.4033
H -1.4391 2.7247 0.0895
H 0.4548 2.4269 -1.9472
H 0.8729 1.0271 -1.1777
H -1.6115 0.4096 -1.8973
H -2.9351 1.3169 -1.1284
H 1.1520 2.5943 -0.3321
H -1.8375 2.0141 -2.3616
*
```

***

No. 5
# C5H13NO

A 2-piece molecular cluster, C5H13NO overall at a distorted geometry (ωB97M-V/def2-TZVPD, the OMol25 dataset).

Summary:
**SMILES string**: CC(N)=O.CCC
**HOMO level**: -9.83 eV
**Kohn-Sham gap**: 10.64 eV

The geometry in ORCA input format:
```
! wB97M-V def2-TZVPD RIJCOSX def2/J DEFGRID3
* xyz 0 1
C 2.0366 -1.3595 -0.4826
C 1.4420 -1.6281 0.8809
O 1.2630 -0.7343 1.6869
N 1.2983 -2.9473 1.2103
H 1.2539 -1.4728 -1.2218
H 2.8520 -2.0825 -0.6182
H 1.2081 -3.1440 2.1931
H 1.8056 -3.6112 0.6552
H 2.6333 -0.4845 -0.6936
C -1.7549 2.1819 -0.3526
C -0.3873 1.9195 -1.0638
C -2.1564 0.8908 0.3767
H -1.5494 2.9299 0.4156
H -2.5351 2.5434 -1.0149
H -0.1340 2.7984 -1.6450
H -1.3459 0.1820 0.5256
H -2.4907 1.1138 1.3912
H -0.7682 1.1532 -1.7437
H 0.2413 1.4286 -0.3337
H -2.9123 0.3227 -0.1657
*
```

***

No. 6
# C5H13NO

A 2-piece molecular cluster, C5H13NO overall at a distorted geometry (ωB97M-V/def2-TZVPD, the OMol25 dataset).

Summary:
**SMILES string**: C/C=C(\C)NC.O
**HOMO level**: -8.62 eV
**Kohn-Sham gap**: 9.53 eV

The geometry in ORCA input format:
```
! wB97M-V def2-TZVPD RIJCOSX def2/J DEFGRID3
* xyz 0 1
C 0.3210 -0.5996 2.1109
N 0.5343 0.7216 1.5643
C -0.0627 0.7893 0.2622
C 0.5892 0.7360 -0.9024
C 0.0824 0.6282 -2.3155
C -1.5787 0.9541 0.2024
H -0.7185 -0.9083 1.9371
H 0.5687 -0.6024 3.1933
H 0.9762 -1.3875 1.6920
H 1.5368 0.8870 1.4642
H 1.7141 0.9435 -0.8198
H -0.7872 1.1885 -2.6691
H -0.1440 -0.3412 -2.7539
H 0.8292 1.0549 -3.0106
H -1.7544 1.9942 0.4774
H -1.7019 0.7892 -0.8445
H -2.2782 0.2627 0.6736
H -0.2631 -1.9371 -0.0878
H 0.9363 -2.0268 -1.0662
O 0.1765 -2.5050 -0.7251
*
```

***

No. 7
# C5H13NO

A 2-piece molecular cluster, C5H13NO overall at a distorted geometry (ωB97M-V/def2-TZVPD, the OMol25 dataset).

Summary:
**SMILES string**: C=CCCCN.O
**HOMO level**: -9.45 eV
**Kohn-Sham gap**: 10.31 eV

The geometry in ORCA input format:
```
! wB97M-V def2-TZVPD RIJCOSX def2/J DEFGRID3
* xyz 0 1
C 1.1859 -0.1807 0.6129
C 1.5560 -0.2086 -0.7972
C 0.4033 -0.2917 -1.8441
C -0.8127 1.6379 -0.7651
C -0.7704 0.6100 -1.5657
N 0.1852 -1.1542 1.1233
H 2.1798 -0.3762 1.2303
H 0.7914 0.8730 0.9527
H 2.3435 -0.9198 -1.1636
H 2.1923 0.7301 -0.9804
H 0.8471 0.0078 -2.8447
H -0.0219 -1.3273 -1.7900
H -1.6634 2.1104 -0.4754
H 0.0810 1.9752 -0.2062
H -1.6477 0.2958 -2.0537
H 0.2407 -2.1520 0.7618
H -0.7565 -0.8124 0.8366
H -1.4445 0.1583 3.2643
H -2.4574 -0.8646 2.5716
O -2.4315 -0.1111 3.1325
*
```

***

No. 8
# C5H13NO

A 2-piece molecular cluster, C5H13NO overall at a distorted geometry (ωB97M-V/def2-TZVPD, the OMol25 dataset).

Summary:
**SMILES string**: CC(C)=C(C)N.O
**HOMO level**: -7.62 eV
**Kohn-Sham gap**: 8.30 eV

The geometry in ORCA input format:
```
! wB97M-V def2-TZVPD RIJCOSX def2/J DEFGRID3
* xyz 0 1
C -0.8595 -0.7006 2.0441
N -0.5373 1.4901 0.1402
C -0.9061 0.1734 -0.2576
C -1.2765 -0.7857 0.5909
C -2.2507 -1.8701 0.2063
C -1.2927 0.1199 -1.7309
H -0.3617 -1.6147 2.3686
H -0.0545 0.0271 2.1331
H -1.6736 -0.3489 2.6768
H 0.2045 1.5254 0.8205
H -0.4273 2.0961 -0.6542
H -2.8015 -1.5272 -0.6646
H -1.7389 -2.7778 -0.1321
H -2.9396 -2.0839 1.0153
H -1.1367 -0.8441 -2.2040
H -0.6720 0.8666 -2.2328
H -2.3470 0.3886 -1.8440
H 6.2680 0.9668 -0.1112
H 5.1308 0.7477 -1.0741
O 5.7583 1.4197 -0.7901
*
```